A structure of composition C14H15FIN4O6Se4W in a non-equilibrium geometry. Source: the OMol25 dataset; level of theory: ωB97M-V with the def2-TZVPD basis set.

Geometry (Å):
W  -1.0502  1.1654  -0.4685
O  -0.9018  1.5697  1.9039
C  0.2016  0.9675  2.6339
C  1.2972  0.5816  1.6733
C  2.5110  0.0944  2.1400
C  3.5182  -0.2190  1.2396
C  3.2669  -0.0481  -0.1184
C  2.0294  0.4164  -0.5113
N  1.0387  0.7472  0.3535
H  -1.6098  1.7171  2.5714
H  -0.1546  0.0745  3.1648
H  0.5770  1.6871  3.3748
H  2.6645  -0.0350  3.1981
H  4.4708  -0.5904  1.5891
H  4.0123  -0.2556  -0.8723
H  1.8149  0.5225  -1.5739
Se  0.0445  2.2457  -2.4517
Se  -2.2520  1.9857  -2.9794
Se  -3.3187  0.3604  -1.6266
Se  -3.4488  1.3997  0.4546
N  -2.5251  5.3764  -1.1838
C  -1.6348  4.6914  -0.5280
O  -1.6782  3.4075  -0.4538
C  -0.5071  5.4256  0.1323
I  0.9223  3.9682  0.8149
H  -3.3115  4.9269  -1.6438
H  -2.4775  6.3866  -1.2633
H  -0.8321  6.0103  0.9985
H  -0.0024  6.1051  -0.5599
F  0.0426  -7.1240  -0.8730
C  0.1851  -5.8381  -0.6878
C  -0.8418  -4.9873  -0.9069
N  -0.6582  -3.6290  -0.7130
C  -1.5886  -2.5555  -0.9919
C  -0.7900  -1.2689  -0.5796
O  -1.2874  -0.5434  0.4334
O  -0.5718  -0.3690  -1.5630
C  0.5011  -3.1502  -0.2837
O  0.5312  -1.8363  -0.1525
N  1.5231  -3.9361  -0.0234
C  1.5192  -5.3883  -0.2379
O  2.5058  -6.0004  -0.0481
H  -1.8116  -5.3262  -1.2403
H  -2.5033  -2.6488  -0.3955
H  -1.8286  -2.5196  -2.0616
H  2.4064  -3.5638  0.3190

Forces on atoms 1 to 3 (eV/Å):
W -1.06 2.80 2.06
O 0.14 -0.21 0.21
C 0.13 -0.18 0.04

Properties
- Energy relative to the best compared isomer or geometry (same formula, charge and spin): 44.4 kcal/mol
- Orbital gap (spin up / spin down): 5.65 / 5.64 eV
- Charge: +3
- HOMO level (spin up / spin down): -17.351 / -17.350 eV
- DFT total energy: -307009.68882 eV

A cluster of 3 separate species, C4H13NO3 in total in a non-equilibrium geometry. Source: the OMol25 dataset; level of theory: ωB97M-V with the def2-TZVPD basis set.

Geometry (Å):
C  -2.4301  -0.3150  -1.4919
C  -1.1837  0.1778  -2.2196
C  0.0341  0.4229  -1.3605
N  1.0764  -0.5680  -1.5829
C  2.2293  -0.6010  -0.8875
O  2.4852  0.1480  0.0380
H  -3.3033  -0.0149  -2.0537
H  -2.5238  0.1521  -0.5037
H  -2.4862  -1.3798  -1.2552
H  -1.4266  1.0795  -2.7686
H  -0.9546  -0.5024  -3.0495
H  -0.1926  0.4471  -0.2916
H  0.4573  1.4222  -1.5023
H  0.9809  -1.2104  -2.3496
H  2.9331  -1.3441  -1.2798
O  1.3661  -1.4198  3.0084
H  1.2347  -1.5829  2.0729
H  2.0172  -0.7668  3.2706
O  -0.1779  2.0031  4.3834
H  0.4332  2.5441  4.9053
H  -0.5685  1.3084  4.9179

Forces on atoms 1 to 3 (eV/Å):
C -0.08 0.26 0.79
C -0.29 -0.38 -0.55
C 0.66 0.34 0.68

Properties
- Energy relative to the best compared isomer or geometry (same formula, charge and spin): 27.7 kcal/mol
- Orbital gap: 10.62 eV
- Charge: 0
- HOMO level: -9.812 eV
- DFT total energy: -11991.26835 eV

An isolated molecule of C4H3N3 in a non-equilibrium geometry. Source: the OMol25 dataset; level of theory: ωB97M-V with the def2-TZVPD basis set.

Geometry (Å):
N  -2.5119  0.3744  0.9572
C  -1.4722  -0.0651  0.6446
C  0.0210  -0.3403  0.4713
C  0.2594  -0.9870  -0.9239
N  0.7463  -0.0084  -1.6719
N  1.2231  1.1475  -0.9295
C  0.7071  0.9768  0.2813
H  0.0284  -0.8896  1.4758
H  0.1945  -1.9659  -1.3063
H  0.8044  1.7576  1.0013

Forces on atoms 1 to 3 (eV/Å):
N 2.19 -1.35 -0.82
C -1.34 1.76 0.20
C -2.47 -1.31 0.84

Properties
- Energy relative to the best compared isomer or geometry (same formula, charge and spin): 67.8 kcal/mol
- Orbital gap: 10.16 eV
- Charge: 0
- HOMO level: -10.662 eV
- DFT total energy: -8663.46906 eV

A structure of composition C19H39Cl3GeMnN4O2SeSi2 in a non-equilibrium geometry. Source: the OMol25 dataset; level of theory: ωB97M-V with the def2-TZVPD basis set.

Geometry (Å):
Mn  1.4205  0.4145  -0.6465
N  -0.6132  1.0990  -0.2284
C  -1.1966  0.0403  0.6015
C  -2.2206  0.5259  1.6381
C  -1.7300  1.6273  2.5862
C  -0.5138  1.2978  3.4622
N  -0.7100  0.1114  4.2758
C  0.1630  -0.8583  4.5342
N  1.3995  -0.8750  4.0290
N  -0.1721  -1.7988  5.4187
C  -0.0641  -0.7257  1.3250
O  -0.3215  -1.6732  2.0393
O  1.1225  -0.2534  1.1443
H  -0.7133  2.0012  0.2399
H  -1.1122  1.1611  -1.1174
H  -1.6844  -0.7037  -0.0445
H  -2.5368  -0.3489  2.2072
H  -3.0966  0.9094  1.1102
H  -2.5729  1.9008  3.2214
H  -1.4692  2.5225  2.0162
H  -0.3172  2.1542  4.1204
H  0.3691  1.1735  2.8372
H  -1.5902  0.0719  4.7734
H  1.5891  -0.4308  3.1372
H  1.9580  -1.6954  4.2137
H  -1.0633  -1.8214  5.8856
H  0.4351  -2.5853  5.5767
C  -2.5234  -4.7132  -2.0607
Ge  -2.8397  -4.0294  -3.8962
C  -1.2614  -4.4171  -5.0297
C  -4.5193  -4.6845  -4.7074
C  -3.0705  -1.9881  -3.6506
Se  -1.4498  -1.0310  -3.2907
C  -0.9358  -0.6741  -5.1178
H  -2.3367  -5.7825  -2.1123
H  -3.3863  -4.5555  -1.4195
H  -1.6570  -4.2413  -1.6021
H  -1.0540  -5.4808  -4.9424
H  -0.3724  -3.8775  -4.7111
H  -1.4530  -4.2045  -6.0777
H  -4.4506  -5.7658  -4.7790
H  -4.6613  -4.2896  -5.7088
H  -5.3897  -4.4398  -4.1063
H  -3.7317  -1.8599  -2.7962
H  -3.5435  -1.5631  -4.5322
H  -0.9423  -1.6103  -5.6681
H  0.0544  -0.2312  -5.1293
H  -1.6549  0.0174  -5.5502
C  4.4073  2.4365  -0.7769
Si  2.5453  2.5226  -0.2563
C  1.6077  3.7873  -1.3901
C  2.4121  3.2109  1.5490
C  2.6744  2.4304  2.6745
C  2.7095  2.9935  3.9403
C  2.5022  4.3552  4.1018
C  2.2620  5.1497  2.9926
C  2.2012  4.5797  1.7320
H  4.8779  3.3798  -0.5139
H  4.5011  2.3049  -1.8523
H  4.9686  1.6469  -0.2837
H  2.1877  4.7039  -1.4125
H  0.6129  4.0436  -1.0383
H  1.5314  3.4276  -2.4112
H  2.8784  1.3756  2.5342
H  2.9340  2.3782  4.8004
H  2.5450  4.7938  5.0876
H  2.1471  6.2170  3.1143
H  2.0214  5.2195  0.8834
Cl  4.8519  -1.4299  0.2874
Si  3.1820  -1.0916  -0.7961
Cl  2.8740  -2.8286  -1.7911
Cl  0.9848  0.5743  -2.6435

Forces on atoms 1 to 3 (eV/Å):
Mn -2.02 0.14 1.73
N 0.49 0.21 -0.21
C 0.00 -0.68 0.54

Properties
- Spin multiplicity: 2
- Orbital gap (spin up / spin down): 3.95 / 4.73 eV
- Charge: +2
- HOMO level (spin up / spin down): -12.162 / -12.154 eV
- DFT total energy: -236884.80649 eV

The ion C5H12NO with charge +1 in a non-equilibrium geometry. Source: the OMol25 dataset; level of theory: ωB97M-V with the def2-TZVPD basis set.

Geometry (Å):
C  -1.0072  2.0105  -0.7530
C  -0.6838  0.7706  -0.3359
N  -1.1229  -0.2645  -1.3767
C  -0.4282  0.3361  1.1102
C  1.0689  -0.0947  1.3475
C  1.6305  -0.8693  0.1813
O  0.7784  -1.9794  -0.2914
H  -0.6434  2.8004  -0.1146
H  -1.7024  2.0595  -1.5729
H  -0.6382  -1.1584  -1.1246
H  -0.7263  -0.1138  -2.3075
H  -2.1303  -0.4274  -1.3814
H  -1.1538  -0.4599  1.2985
H  -0.7707  1.2595  1.5591
H  1.5766  0.8575  1.4498
H  1.0991  -0.7040  2.2481
H  2.6733  -1.1459  0.3256
H  1.4540  -0.2615  -0.7078
H  0.7265  -2.6150  0.4458

Forces on atoms 1 to 3 (eV/Å):
C 0.78 -2.03 1.35
C -1.77 1.08 -1.27
N 1.22 -1.32 0.98

Properties
- Energy relative to the best compared isomer or geometry (same formula, charge and spin): 33.1 kcal/mol
- Orbital gap: 11.11 eV
- Charge: +1
- HOMO level: -14.505 eV
- DFT total energy: -8909.19392 eV

A cluster of 2 separate species, C6H9F3NO2 in total in a non-equilibrium geometry. Source: the OMol25 dataset; level of theory: ωB97M-V with the def2-TZVPD basis set.

Geometry (Å):
C  0.6574  -1.6273  0.7670
C  2.5877  0.8179  0.1941
C  1.0355  0.8886  0.1578
C  0.3473  -0.2457  0.9186
C  -1.7623  -0.5624  -0.7893
C  -2.6578  0.3858  0.0967
N  -1.1953  -0.2993  -1.9343
O  0.3148  -2.5771  1.4854
O  1.3318  -1.9011  -0.4355
F  -2.7714  0.0223  1.3843
F  -3.9452  0.3712  -0.4277
F  -2.3263  1.6604  0.0529
H  2.8249  -0.1555  0.1972
H  3.1079  1.1774  1.0128
H  2.9663  1.3883  -0.6508
H  0.8373  0.9366  -0.9704
H  0.9620  1.8726  0.6981
H  -0.2993  -0.0986  1.7562
H  -2.0819  -1.5268  -0.5976
H  -0.9882  0.6757  -1.9394
H  1.0547  -1.2028  -0.9761

Forces on atoms 1 to 3 (eV/Å):
C -0.73 0.21 -0.05
C -1.55 1.79 -1.66
C 1.02 0.31 1.09

Properties
- Energy relative to the best compared isomer or geometry (same formula, charge and spin): 46.8 kcal/mol
- Orbital gap (spin up / spin down): 6.71 / 6.71 eV
- Charge: -1
- HOMO level (spin up / spin down): -2.933 / -2.934 eV
- DFT total energy: -20104.93596 eV

An isolated molecule of C19H31F4N3O5 in a non-equilibrium geometry. Source: the OMol25 dataset; level of theory: ωB97M-V with the def2-TZVPD basis set.

Geometry (Å):
C  7.6080  0.0164  0.4963
C  6.3362  -0.3357  -0.4339
O  6.4201  -0.0397  -1.6536
N  5.1728  -0.9265  0.2282
C  4.2188  -1.5489  -0.7767
C  3.1435  -0.5078  -1.3580
C  1.6106  -0.8355  -0.8881
C  1.0252  0.3940  -0.0463
C  -0.4510  0.1114  0.6177
C  -0.9565  -1.3593  0.2377
C  -2.3970  -1.7598  0.8381
C  -2.7918  -3.1689  0.1148
O  -3.8827  -3.8639  0.7902
C  -5.0677  -3.0356  0.7783
C  -5.4484  -2.1799  2.0999
O  -5.8326  -2.9908  -0.2248
C  -0.0198  0.0945  2.1900
O  0.2018  -0.8711  2.9469
N  0.0901  1.5618  2.4453
C  -0.5866  2.4543  1.4471
C  0.2841  3.5414  0.6590
F  -1.3564  3.3172  2.3550
C  -1.4498  1.3553  0.5833
N  -2.7131  1.3124  1.4004
C  -1.9925  1.9392  -0.8067
C  -1.3661  1.3087  -2.1329
O  -0.3354  2.1826  -2.6997
C  -2.5215  1.2431  -3.2849
F  -3.4270  2.3247  -3.2352
F  -3.1544  -0.0359  -3.1994
F  -1.8429  1.2268  -4.5520
H  8.0658  0.9812  0.0652
H  8.3979  -0.8156  0.4766
H  7.2824  0.2668  1.5705
H  5.4956  -1.7368  0.7963
H  4.8317  -2.0100  -1.6398
H  3.7487  -2.4451  -0.2223
H  3.1569  -0.5834  -2.5032
H  3.4854  0.5388  -1.0611
H  1.0005  -0.9616  -1.8444
H  1.7014  -1.8161  -0.2838
H  1.8155  0.6362  0.7628
H  0.9989  1.3021  -0.7372
H  -0.2099  -2.0939  0.7274
H  -1.0359  -1.5508  -0.9011
H  -3.1976  -1.0151  0.4613
H  -2.4219  -1.8670  1.9728
H  -3.2154  -2.8617  -0.9201
H  -1.8862  -3.8257  -0.1034
H  -4.7303  -2.4251  2.9642
H  -6.5410  -2.3532  2.4042
H  -5.2694  -1.0652  1.8552
H  1.0633  1.8170  2.6663
H  1.3568  3.6589  1.0287
H  0.3525  3.3455  -0.4771
H  -0.2223  4.5686  0.8152
H  -2.5313  1.1035  2.3881
H  -3.2846  2.1518  1.2627
H  -1.9219  3.0824  -0.9083
H  -3.1265  1.7083  -0.8335
H  -0.9713  0.2467  -2.0452
H  -0.7058  3.0937  -2.6727

Forces on atoms 1 to 3 (eV/Å):
C -0.65 0.60 0.04
C 1.28 0.82 -1.40
O -1.08 -1.13 3.84

Properties
- Orbital gap: 9.90 eV
- Charge: 0
- HOMO level: -9.592 eV
- DFT total energy: -45778.95740 eV

A cluster of 2 separate species, C5H15NO in total in a non-equilibrium geometry. Source: the OMol25 dataset; level of theory: ωB97M-V with the def2-TZVPD basis set.

Geometry (Å):
C  1.8676  -0.3007  0.8064
C  1.3228  -0.1696  -0.6525
C  1.7304  -1.2843  -1.5880
N  -0.0464  0.3409  -0.8754
C  -0.3164  1.5958  -0.2128
C  -1.0492  -0.6562  -0.5196
H  1.9192  -1.3146  1.2089
H  1.3130  0.3736  1.4450
H  2.9235  -0.0349  0.7286
H  1.9559  0.6938  -0.9277
H  1.7893  -0.8500  -2.5886
H  2.7828  -1.5224  -1.3890
H  1.1752  -2.2155  -1.5482
H  -1.2818  1.9776  -0.5493
H  -0.2770  1.5585  0.8891
H  0.4152  2.3361  -0.5277
H  -1.9933  -0.3016  -0.9404
H  -1.1551  -0.8875  0.5445
H  -0.9334  -1.5751  -1.0998
O  -2.9125  0.5485  2.4814
H  -3.5529  -0.0996  2.1719
H  -2.1948  0.6266  1.8480

Forces on atoms 1 to 3 (eV/Å):
C -0.13 -0.91 -0.75
C 0.92 1.69 0.40
C 0.98 0.47 -0.27

Properties
- Energy relative to the best compared isomer or geometry (same formula, charge and spin): 31.2 kcal/mol
- Orbital gap: 9.59 eV
- Charge: 0
- HOMO level: -8.726 eV
- DFT total energy: -8965.00717 eV

Q: The highest DFT total energy belongs to which entry?
A: C4H3N3

Q: What is the charge in the second record?
A: 0

Q: DFT total energy of number 2 (C4H13NO3)?
A: -11991.26835 eV